{
  "formula": "C5H8N2",
  "method": "ωB97M-V with the def2-TZVPD basis set",
  "symbols": ["N", "N", "C", "C", "C", "C", "C", "H", "H", "H", "H", "H", "H", "H", "H"],
  "positions_angstrom": [[2.67958, 0.08489, -0.10310], [0.59366, 0.45025, -1.28961], [1.86956, 0.06801, -1.19182], [1.63707, 0.21521, 0.95681], [-1.12656, -0.00665, 0.67672], [0.43233, 0.02991, 0.03966], [-2.09980, -0.26698, -0.44620], [2.21828, -0.32190, -2.14471], [1.68488, 1.25103, 1.34858], [-2.22456, -1.28351, -0.75763], [-1.91709, 0.36519, -1.26639], [1.73158, -0.63144, 1.68229], [-1.14141, -0.82490, 1.42294], [-3.03771, -0.02542, -0.07243], [-1.29979, 0.89629, 1.14490]],
  "homo_ev": -9.18,
  "e_lumo_ev": -0.18,
  "charge": 0,
  "orbital_gap_ha": 0.33084,
  "e_above_lowest_kcal_mol": 81.55
}



{
  "formula": "C28H33BBrN10O2RuS",
  "method": "ωB97M-V with the def2-TZVPD basis set",
  "symbols": ["Ru", "Br", "S", "O", "O", "N", "N", "N", "N", "N", "N", "N", "N", "N", "N", "C", "C", "C", "C", "C", "C", "C", "C", "C", "C", "C", "C", "C", "C", "C", "C", "C", "C", "C", "C", "C", "C", "C", "C", "C", "C", "C", "C", "B", "H", "H", "H", "H", "H", "H", "H", "H", "H", "H", "H", "H", "H", "H", "H", "H", "H", "H", "H", "H", "H", "H", "H", "H", "H", "H", "H", "H", "H", "H", "H", "H", "H"],
  "positions_angstrom": [[0.59389, 0.06987, 0.00916], [3.04184, 3.42475, 4.14605], [0.61646, -4.36499, 1.35880], [3.02565, -1.97420, -1.46482], [2.28132, -1.18442, -3.44436], [0.97353, 1.60646, -1.57718], [-1.78975, 2.18601, 3.57890], [2.43520, 0.79265, 1.05300], [-1.22553, -0.50755, -1.16206], [-1.15209, 0.99651, 1.54406], [-0.07378, 2.14469, -2.22968], [-1.63128, 0.03602, -2.32052], [-3.04404, 2.52889, 1.53385], [-3.20851, 0.42371, 2.72697], [0.98348, -2.62041, -2.31882], [-2.63557, -0.68954, -2.82974], [0.56731, -3.45346, -1.23067], [-1.97835, -1.59235, -0.94931], [-3.91929, 1.41877, 1.91901], [-2.08822, -0.08333, 1.94414], [3.40134, -0.11985, 1.24979], [0.90165, -1.84970, 0.77209], [0.29858, -2.74054, -3.54101], [-0.14738, -4.59786, -1.56902], [-2.68987, 1.08427, 3.92360], [4.30607, -0.04902, 2.28992], [1.87104, 2.58902, -1.40829], [0.74036, -3.08033, 0.15490], [-0.62573, -4.83524, -2.84272], [0.81039, -3.25423, 2.64639], [0.15821, 3.43965, -2.47166], [3.47510, -0.42157, -3.61942], [0.96792, -1.98186, 2.19360], [2.38774, 1.82578, 1.90014], [-2.89948, -1.74722, -1.97961], [1.40440, 3.77303, -1.96846], [4.21783, 0.98748, 3.20989], [-0.69055, 1.65615, 2.78505], [2.17057, -1.91405, -2.32014], [-2.53015, 3.14620, 2.75715], [3.22974, 1.92918, 2.98646], [-1.92550, 1.99401, 0.76619], [-0.46028, -3.81924, -3.81203], [-1.21391, 1.39070, -2.97539], [-1.53939, -0.82681, 2.52585], [-3.52742, 1.47426, 4.50503], [4.89973, 1.07793, 4.04297], [-0.03815, 2.48815, 2.52214], [-3.09422, -0.41222, -3.76431], [1.14336, -1.15076, 2.86798], [-1.87087, 3.97556, 2.49102], [-1.20346, -5.72142, -3.06137], [-3.37073, 3.53399, 3.33547], [4.04131, -0.85161, -4.44432], [-2.48298, -0.54932, 1.04646], [-0.83412, 1.14994, -4.09661], [-0.94904, -3.88519, -4.77395], [0.79891, -3.61476, 3.66405], [-2.17376, 2.12077, -2.95513], [-3.64368, -2.51610, -2.09199], [-0.40930, -5.27422, -0.76687], [3.42945, -0.93267, 0.53836], [-1.82172, -2.21432, -0.08425], [-2.31032, 1.51857, -0.13613], [1.69177, 2.61852, 1.66627], [-0.13465, 0.92883, 3.38158], [-4.75902, 1.81100, 2.49595], [-2.14551, 0.35510, 4.52771], [-4.30188, 0.93516, 1.01790], [5.07736, -0.80152, 2.37566], [1.89948, 4.72808, -1.99765], [0.45482, -1.93749, -4.24060], [-0.56516, 4.03998, -2.99766], [-1.25980, 2.81328, 0.48063], [3.18340, 0.59948, -3.85504], [2.80962, 2.40045, -0.91937], [4.07558, -0.44352, -2.71399]],
  "homo_ev": [-5.68, -7.15],
  "multiplicity": 2,
  "e_lumo_ev": [-0.17, -0.16],
  "charge": 0,
  "orbital_gap_ha": [0.20229, 0.25692],
  "e_above_lowest_kcal_mol": 19.85
}



{
  "formula": "C17H25F3N4O3",
  "method": "ωB97M-V with the def2-TZVPD basis set",
  "symbols": ["F", "F", "F", "O", "O", "O", "N", "N", "N", "N", "C", "C", "C", "C", "C", "C", "C", "C", "C", "C", "C", "C", "C", "C", "C", "C", "C", "H", "H", "H", "H", "H", "H", "H", "H", "H", "H", "H", "H", "H", "H", "H", "H", "H", "H", "H", "H", "H", "H", "H", "H", "H"],
  "positions_angstrom": [[1.68230, -4.76613, 0.46505], [3.61491, -3.80981, 0.26810], [2.67995, -3.96814, 2.21256], [1.33915, -1.28207, -3.31770], [0.53972, 2.34881, -1.10076], [-0.63939, -0.33523, -2.94782], [-0.37419, -0.62091, -0.18467], [-3.72312, 1.19742, 1.91564], [-2.44273, 1.40123, 1.58399], [0.19470, 2.36170, 1.13997], [1.04104, 3.52534, 1.36147], [1.50059, -2.15184, -0.78182], [1.75792, -2.40787, 0.69829], [0.43067, -2.31811, 1.43685], [-2.28783, 0.78767, 0.42456], [3.20597, 2.23652, 1.09722], [-0.02892, 1.89910, -0.11366], [-0.99750, 0.72512, -0.33491], [0.81923, -0.79656, -1.03072], [-0.12775, -0.92614, 1.22354], [2.37061, 3.13725, 1.99774], [2.43386, -3.73801, 0.90711], [-4.38387, 0.46435, 0.98926], [-3.69211, -0.61054, -1.26356], [0.55159, -0.80621, -2.54282], [-0.84905, -0.39710, -4.36201], [-3.49122, 0.16907, -0.00707], [2.41504, -2.17742, -1.36743], [-1.24546, 0.81836, -1.38214], [-4.08547, 1.59573, 2.76222], [-3.57931, 0.02518, -2.14470], [-0.81400, -1.42701, -4.71178], [1.21018, 4.00357, 0.39697], [-5.42565, 0.21586, 1.10680], [-2.94335, -1.39959, -1.34790], [0.56088, -0.21513, 1.70806], [2.66152, 1.31725, 0.86279], [-0.09377, 0.18288, -4.88810], [0.54394, -2.49376, 2.50710], [-0.52984, 2.17052, 1.82155], [0.51137, 4.23583, 1.99979], [2.91854, 4.05139, 2.23860], [0.86058, -2.95321, -1.16226], [-0.25690, -3.07430, 1.04883], [-4.68371, -1.05884, -1.29552], [-1.08038, -0.82213, 1.74181], [4.14524, 1.95824, 1.57596], [3.43601, 2.72819, 0.15092], [-1.83535, 0.02605, -4.53051], [1.56415, -0.00332, -0.87075], [2.44582, -1.65415, 1.09767], [2.17541, 2.63094, 2.94822]],
  "homo_ev": -8.83,
  "e_lumo_ev": 0.62,
  "charge": 0,
  "orbital_gap_ha": 0.34722,
  "smiles": "CCCNC(=O)[C@H](c1n[nH]cc1C)N1CC[C@@H](C(F)(F)F)C[C@H]1C(=O)OC",
  "e_above_lowest_kcal_mol": 8.07
}



{
  "formula": "C4H8NO4",
  "method": "ωB97M-V with the def2-TZVPD basis set",
  "symbols": ["O", "O", "O", "O", "N", "C", "C", "C", "C", "H", "H", "H", "H", "H", "H", "H", "H"],
  "positions_angstrom": [[0.09711, -2.31139, 2.50662], [-1.79236, -0.45885, 2.09655], [-2.49993, 1.19104, 0.73472], [0.34621, 1.85169, -2.82804], [-0.48235, 0.97423, -0.91540], [1.64494, 0.17548, -1.72636], [-1.71496, 0.29819, 1.09414], [0.44739, 1.08190, -1.87384], [-0.42325, 0.12131, 0.25219], [2.32012, 0.32487, -2.55465], [-1.30546, 1.56239, -0.93647], [-0.64785, -1.66494, 2.35157], [2.17423, 0.38101, -0.79044], [0.42954, 0.37394, 0.88369], [1.34545, -0.87502, -1.68336], [0.39314, -2.08979, 3.39528], [-0.33197, -0.93608, -0.00621]],
  "homo_ev": -5.44,
  "e_lumo_ev": 3.64,
  "charge": -1,
  "orbital_gap_ha": 0.33347,
  "e_above_lowest_kcal_mol": 0.00
}



{
  "formula": "C4H7NO2",
  "method": "ωB97M-V with the def2-TZVPD basis set",
  "symbols": ["O", "O", "N", "C", "C", "C", "C", "H", "H", "H", "H", "H", "H", "H"],
  "positions_angstrom": [[1.54739, -0.47609, 2.34132], [-0.51196, -0.07737, -1.62876], [0.45285, -0.25652, 0.32889], [0.65857, 0.00688, 1.67647], [1.25758, -1.28361, -1.18084], [-0.51887, 0.26287, -0.43927], [-1.57592, 1.20717, 0.07416], [-2.14250, 0.74415, 0.88856], [0.76690, -2.21020, -0.98528], [-2.25414, 1.45959, -0.74216], [-1.11771, 2.12540, 0.45819], [1.33651, -1.06631, -2.23617], [2.17969, -1.15989, -0.66976], [-0.07839, 0.72392, 2.11466]],
  "homo_ev": [-9.83, -9.83],
  "e_lumo_ev": [0.14, 0.14],
  "charge": 0,
  "orbital_gap_ha": [0.36657, 0.36659],
  "e_above_lowest_kcal_mol": 73.56
}



{
  "formula": "C23H21FN2O2S",
  "method": "ωB97M-V with the def2-TZVPD basis set",
  "symbols": ["S", "F", "O", "O", "N", "N", "C", "C", "C", "C", "C", "C", "C", "C", "C", "C", "C", "C", "C", "C", "C", "C", "C", "C", "C", "C", "C", "C", "C", "H", "H", "H", "H", "H", "H", "H", "H", "H", "H", "H", "H", "H", "H", "H", "H", "H", "H", "H", "H", "H"],
  "positions_angstrom": [[-1.55038, 7.99688, 0.87294], [2.08294, 4.16021, 4.64447], [0.39656, 3.55448, 0.12170], [1.55166, -1.72786, -3.91638], [1.66962, -0.77488, 2.23123], [0.59690, 3.97686, 2.34577], [1.77902, -0.73032, -1.39065], [0.75031, -2.10399, -3.09794], [3.04566, -0.64717, 4.61849], [-1.77512, -2.62589, -2.83084], [1.24304, 2.84716, 2.81450], [2.54647, 1.84059, 4.56631], [2.45033, 0.57856, 3.96244], [1.97177, 2.99518, 3.98098], [-0.38750, 5.67786, 0.74375], [-1.80206, -3.57291, -1.60460], [-0.49759, -2.82155, -3.66628], [0.36447, -2.57049, -0.66249], [1.20246, 1.58190, 2.20840], [-0.42584, -3.86286, -0.97218], [-0.65041, 6.69783, 1.63083], [0.26493, 4.34664, 1.02639], [2.04033, -0.38820, -0.05778], [-1.55271, 7.15130, -0.66236], [0.62309, -2.17118, 0.68200], [1.81231, 0.46756, 2.77164], [1.42945, -1.09632, 0.93900], [-0.96285, 5.94706, -0.57311], [0.96384, -1.82422, -1.67863], [-0.37261, 6.64815, 2.69223], [0.66242, 4.76813, 2.99286], [-0.71717, -2.47173, -4.68505], [2.73070, 0.40524, 0.20614], [-2.46965, -3.10948, -0.85626], [-2.63918, -2.80612, -3.44799], [-2.22011, -4.55839, -1.86493], [0.15361, -4.47995, -1.65962], [3.72774, -0.33291, 5.38431], [2.26027, -1.30245, 5.07574], [-0.48646, -4.41628, -0.06121], [-0.91114, 5.25069, -1.40651], [3.62068, -1.19360, 3.85044], [-0.24328, -3.88595, -3.76482], [0.60880, 1.49441, 1.30083], [-2.05462, 7.57421, -1.54778], [0.12062, -2.66330, 1.51599], [2.32068, -0.14542, -2.15567], [1.82360, -1.55677, 2.86186], [3.15328, 1.91555, 5.45278], [-1.79005, -1.57741, -2.47209]],
  "homo_ev": -7.68,
  "e_lumo_ev": 0.52,
  "charge": 0,
  "orbital_gap_ha": 0.30123,
  "smiles": "Cc1cc(F)c(NC(=O)c2ccsc2)cc1Nc1ccc2c(c1)CCCCC2=O",
  "e_above_lowest_kcal_mol": 0.00
}



In Eh, the DFT total energy values for the records above are, in order, -304.705531, -4876.698313, -1407.190766, -513.057828, -361.763633, -1647.103178.